Entry 1:
Entry from the OMol25 dataset: the ion C4H8 with charge -1 at a distorted geometry (the ωB97M-V functional and the def2-TZVPD basis).

The geometry in XYZ format:
```
12
Properties=species:S:1:pos:R:3
C 0.72 1.81 -0.20
C 0.26 0.39 -0.44
C -0.40 -0.36 0.48
C -0.69 -1.80 0.22
H 1.57 1.93 0.51
H 1.00 2.27 -1.15
H -0.08 2.42 0.18
H 0.72 -0.07 -1.33
H -0.79 0.11 1.40
H 0.12 -2.48 0.48
H -1.59 -2.25 0.69
H -0.83 -1.96 -0.85
```

Output
- LUMO energy (spin up / spin down): 4.95 / 4.77 eV
- <S²>: 0.75
- Multiplicity: 2
- Net charge: -1
- Gap between HOMO and LUMO (spin up / spin down): 3.08 / 7.88 eV

---

Entry 2:
Entry from the OMol25 dataset: a cluster of 2 separate species, CH6O in total at a distorted geometry (the ωB97M-V functional and the def2-TZVPD basis).

The geometry in XYZ format:
```
8
Properties=species:S:1:pos:R:3
C 0.00 0.00 0.00
H 0.46 -0.96 0.29
H 0.71 0.82 0.19
H -0.26 -0.02 -1.07
H -0.91 0.17 0.59
O 3.35 0.04 2.56
H 4.11 0.65 2.67
H 2.63 0.45 3.08
```

Output
- SMILES string: C.O
- LUMO energy: 0.89 eV
- Gap between HOMO and LUMO: 12.48 eV

---

Entry 3:
Entry from the OMol25 dataset: a structure of composition C4H9N2 at a distorted geometry (the ωB97M-V functional and the def2-TZVPD basis).

The geometry in XYZ format:
```
15
Properties=species:S:1:pos:R:3
C 0.34 2.24 -0.72
C -0.42 0.96 -1.03
C -0.34 0.63 0.47
C -0.44 -2.06 0.23
N 0.82 1.38 0.43
N 0.26 -0.82 0.76
H 1.19 2.44 -1.41
H -0.36 2.95 -0.44
H 0.04 0.24 -1.71
H -1.16 0.77 1.08
H -1.39 -2.28 0.62
H -0.61 -2.08 -0.80
H 0.30 -2.84 0.55
H 1.21 -0.63 0.20
H 0.55 -0.89 1.76
```

Output
- LUMO energy (spin up / spin down): -3.25 / -6.40 eV
- <S²>: 2.01
- Multiplicity: 3
- Net charge: +1
- Gap between HOMO and LUMO (spin up / spin down): 9.56 / 9.07 eV

---

Entry 4:
Entry from the OMol25 dataset: the molecule C10H9N3O2S2 at a distorted geometry (the ωB97M-V functional and the def2-TZVPD basis).

The geometry in XYZ format:
```
26
Properties=species:S:1:pos:R:3
O -1.44 -2.01 -3.36
N -2.08 2.93 1.30
N -0.20 1.48 1.30
O -0.50 3.25 2.87
S -2.27 0.16 -1.69
S 1.60 -0.70 -0.03
C -0.61 -1.83 -2.47
C -0.77 -0.71 -1.54
C -0.02 -0.19 -0.51
C -0.93 2.51 1.81
C -2.58 2.27 0.27
C -0.69 0.90 0.22
C -1.92 1.21 -0.33
N 0.43 -2.71 -2.54
C 0.76 2.87 3.50
C 1.59 -2.47 -0.39
C 1.76 -2.74 -1.87
H -3.51 2.66 -0.16
H 0.28 -3.45 -3.19
H 0.90 3.48 4.37
H 1.62 2.98 2.84
H 0.74 1.80 3.79
H 2.42 -2.97 0.14
H 0.71 -2.95 -0.04
H 2.44 -2.03 -2.28
H 2.26 -3.75 -2.02
```

Output
- SMILES string: COc1ncc2sc3c(c2n1)SCCNC3=O
- LUMO energy: -0.53 eV
- Gap between HOMO and LUMO: 7.87 eV

---

Entry 5:
Entry from the OMol25 dataset: the molecule C19H29N3O (the ωB97M-V functional and the def2-TZVPD basis).

The geometry in XYZ format:
```
52
Properties=species:S:1:pos:R:3
C -5.99 -0.12 1.09
C -5.22 -1.02 0.48
C -4.01 -0.64 -0.25
C -3.17 0.36 0.25
C -2.02 0.73 -0.42
C -1.70 0.10 -1.61
C -2.51 -0.90 -2.12
C -3.66 -1.28 -1.44
H -4.29 -2.05 -1.85
H -2.25 -1.39 -3.04
H -0.80 0.38 -2.14
C -1.10 1.84 0.08
N 0.28 1.42 -0.13
C 0.75 0.25 0.42
O 0.04 -0.54 1.02
N 2.08 0.00 0.21
C 2.99 0.90 -0.47
H 2.53 1.24 -1.41
C 4.28 0.16 -0.82
N 4.98 -0.30 0.37
C 5.96 -1.33 0.06
C 7.10 -0.78 -0.78
H 6.78 -0.55 -1.79
H 7.90 -1.51 -0.84
H 7.49 0.13 -0.33
H 6.36 -1.68 1.01
H 5.50 -2.19 -0.46
C 4.05 -0.67 1.43
C 2.69 -1.11 0.90
H 2.81 -1.97 0.22
H 2.02 -1.42 1.70
H 3.90 0.21 2.07
H 4.48 -1.46 2.04
H 4.93 0.85 -1.36
H 4.03 -0.68 -1.49
H 3.23 1.77 0.15
H 0.93 2.17 -0.26
C -1.34 3.09 -0.77
H -2.39 3.39 -0.70
H -0.72 3.91 -0.44
H -1.12 2.88 -1.82
C -1.32 2.18 1.56
H -0.55 2.89 1.88
H -2.29 2.63 1.73
H -1.23 1.28 2.16
H -3.44 0.81 1.18
C -5.57 -2.48 0.51
H -4.68 -3.08 0.71
H -5.98 -2.80 -0.45
H -6.32 -2.69 1.28
H -5.77 0.94 1.04
H -6.87 -0.39 1.63
```

Output
- SMILES string: C=C(C)c1cccc(C(C)(C)NC(=O)N2CCN(CC)CC2)c1
- LUMO energy: 0.65 eV
- Gap between HOMO and LUMO: 8.96 eV

---

Entry 6:
Entry from the OMol25 dataset: a structure of composition C2H5NO at a distorted geometry (the ωB97M-V functional and the def2-TZVPD basis).

The geometry in XYZ format:
```
9
Properties=species:S:1:pos:R:3
C -1.79 -0.34 0.17
C -0.61 0.17 0.17
N 1.92 0.28 0.23
O 0.96 -0.83 0.12
H -2.65 0.28 -0.15
H -2.09 -1.39 0.33
H -0.14 1.08 -0.25
H 2.79 -0.18 0.00
H 1.62 0.93 -0.62
```

Output
- LUMO energy: 0.92 eV
- Gap between HOMO and LUMO: 9.67 eV

---

Entry 7:
Entry from the OMol25 dataset: a cluster of 2 separate species, C9H14 in total at a distorted geometry (the ωB97M-V functional and the def2-TZVPD basis).

The geometry in XYZ format:
```
23
Properties=species:S:1:pos:R:3
C 1.63 -2.12 0.49
C -1.03 0.00 2.19
C -0.24 -1.09 1.83
C -0.67 1.27 1.78
C 0.84 -0.94 0.97
C 0.46 1.44 0.98
C 1.20 0.34 0.57
H -1.88 -0.13 2.84
H -0.50 -2.07 2.21
H -1.25 2.15 2.04
H 0.71 2.42 0.59
H 2.52 -2.29 1.10
H 1.98 -2.02 -0.54
H 2.08 0.51 -0.03
H 1.08 -3.06 0.57
C -1.60 0.85 -2.03
C -0.13 0.60 -2.43
H -2.17 -0.07 -2.10
H -1.55 1.13 -0.97
H -2.11 1.64 -2.57
H -0.10 0.01 -3.35
H 0.40 1.55 -2.39
H 0.31 -0.12 -1.75
```

Output
- SMILES string: Cc1ccccc1.CC
- LUMO energy: 1.02 eV
- Gap between HOMO and LUMO: 10.06 eV

---

Entry 8:
Entry from the OMol25 dataset: a cluster of 2 separate species, C8H6N2O2S in total at a distorted geometry (the ωB97M-V functional and the def2-TZVPD basis).

The geometry in XYZ format:
```
19
Properties=species:S:1:pos:R:3
C -2.57 -0.75 -0.66
C -3.00 0.57 -0.53
C -1.35 -1.23 -0.31
C -2.02 1.51 -0.14
C -0.54 -0.37 0.37
C -0.81 0.99 0.24
C 1.51 0.44 1.18
C 3.59 -0.13 -0.31
N 0.74 -0.54 0.80
N 3.79 0.99 -0.65
O 1.13 -1.82 1.05
O 3.46 -1.27 -0.10
S 0.55 1.90 0.85
H -3.21 -1.49 -1.00
H -3.97 0.94 -0.91
H -1.26 -2.41 -0.29
H -2.10 2.60 0.00
H 2.10 -1.84 0.75
H 3.96 1.92 -0.34
```

Output
- LUMO energy: 0.59 eV
- Gap between HOMO and LUMO: 9.58 eV

---

Entry 9:
Entry from the OMol25 dataset: a cluster of 2 separate species, C4H10N3 in total at a distorted geometry (the ωB97M-V functional and the def2-TZVPD basis).

The geometry in XYZ format:
```
17
Properties=species:S:1:pos:R:3
C -2.41 -0.02 1.29
C 1.36 0.53 -0.51
C 1.45 1.36 -1.69
C 0.63 -1.45 0.71
N -2.20 1.18 1.07
N -2.37 -1.21 1.19
N 0.58 -0.47 -0.39
H -2.83 1.84 1.49
H 2.18 0.73 0.16
H 1.44 2.41 -1.43
H 0.67 1.30 -2.47
H 2.46 1.18 -2.00
H 1.66 -1.92 0.60
H 0.77 -1.03 1.77
H -0.21 -2.06 0.48
H -3.08 -1.83 0.79
H -0.10 -0.56 -1.05
```

Output
- LUMO energy: -4.37 eV
- Net charge: +1
- Gap between HOMO and LUMO: 9.13 eV

---

Entry 10:
Entry from the OMol25 dataset: a cluster of 2 separate species, C3H11N5O in total at a distorted geometry (the ωB97M-V functional and the def2-TZVPD basis).

The geometry in XYZ format:
```
20
Properties=species:S:1:pos:R:3
C -1.69 0.47 0.00
C 0.00 -1.29 -0.45
C 2.29 0.99 0.95
N -2.79 0.54 0.69
N -1.01 1.40 -0.57
N 1.57 0.31 -1.12
N 0.39 -2.56 -0.48
N -1.25 -0.84 -0.17
O 2.56 0.36 -0.32
H 1.82 0.23 1.62
H 1.49 1.66 0.80
H 3.20 1.60 1.32
H -3.27 1.49 0.75
H -3.48 -0.17 0.97
H -1.06 2.37 -0.23
H -0.05 1.20 -0.96
H 1.87 -0.11 -2.04
H 1.36 -2.68 -0.56
H -0.08 -3.48 -0.44
H -1.88 -1.48 0.25
```

Output
- LUMO energy (spin up / spin down): -9.43 / -9.41 eV
- Net charge: +2
- Gap between HOMO and LUMO (spin up / spin down): 8.53 / 8.56 eV

---

Entry 11:
Entry from the OMol25 dataset: a cluster of 4 separate species, C6H20O7 in total at a distorted geometry (the ωB97M-V functional and the def2-TZVPD basis).

The geometry in XYZ format:
```
33
Properties=species:S:1:pos:R:3
O 0.71 1.53 -0.16
H -0.03 0.94 -0.04
H 0.55 2.00 0.64
C -0.35 0.91 2.99
C -1.13 -0.47 2.91
O -1.05 -0.97 4.20
O -0.80 2.02 2.15
H 0.68 0.79 2.75
H -0.28 1.31 4.01
H -0.71 -1.12 2.08
H -2.15 -0.47 2.62
H -0.17 -0.92 4.60
H -1.69 2.23 2.49
C -2.50 0.02 -0.98
C -2.14 1.53 -1.06
O -3.35 2.22 -1.43
O -1.39 -0.80 -0.43
H -2.58 -0.38 -1.98
H -3.52 -0.14 -0.68
H -1.29 1.66 -1.77
H -1.84 1.71 -0.03
H -3.38 3.02 -0.90
H -1.72 -1.68 -0.18
C 3.66 -2.23 -2.12
C 2.32 -1.48 -2.00
O 2.30 -0.07 -2.18
O 4.12 -1.71 -3.39
H 3.65 -3.30 -2.23
H 4.54 -2.02 -1.50
H 1.97 -1.60 -1.04
H 1.70 -2.11 -2.64
H 1.97 0.38 -1.37
H 3.89 -0.80 -3.33
```

Output
- SMILES string: OCCO.OCCO.OCCO.O
- LUMO energy: 0.24 eV
- Gap between HOMO and LUMO: 9.78 eV

---

Entry 12:
Entry from the OMol25 dataset: a structure of composition C3H7IN3 at a distorted geometry (the ωB97M-V functional and the def2-TZVPD basis).

The geometry in XYZ format:
```
14
Properties=species:S:1:pos:R:3
C 3.52 0.50 0.04
C 1.62 -0.45 0.75
C -2.66 -0.66 -0.39
N 2.68 0.17 0.92
N 0.53 -0.85 0.80
N -1.62 0.02 0.38
I -0.94 1.68 -0.40
H 3.33 0.16 -1.03
H 4.38 1.12 0.29
H 0.12 0.75 -1.09
H -2.91 -1.44 0.34
H -3.62 -0.07 -0.59
H -2.38 -1.13 -1.38
H -2.06 0.21 1.36
```

Output
- LUMO energy: -5.30 eV
- Net charge: +1
- Gap between HOMO and LUMO: 8.58 eV

---

Molecular weight values, unit g/mol, following the record order: 56.1, 34.1, 85.1, 267.3, 315.5, 59.1, 122.2, 194.2, 100.1, 133.2, 204.2, 212.0.
Energy relative to the best compared isomer or geometry (same formula, charge and spin) values, unit eV, following the record order: 0.623, 0.015, 2.186, 0.000, 1.129, 5.709, 0.281, 2.797, 2.365, 3.501, 4.213, 5.306.